No. 1
The following is a DFT calculation (ωB97M-V/def2-TZVPD) of 16 unconnected molecules or ions with the total composition C32H96O16S16 at a distorted geometry.

ORCA input file:
```
! RIJCOSX wB97M-V def2-TZVPD def2/J DEFGRID3
* xyz 0 1
O 5.949 -0.046 -3.299
H -2.552 -5.521 1.268
H -1.128 -4.749 -2.364
H 0.826 -2.595 -6.407
H -0.176 3.257 -4.492
H -0.349 -1.608 -1.031
H -3.284 2.670 -2.097
H 3.852 4.894 1.256
H 1.290 1.747 0.003
H -0.664 2.984 5.556
H -1.243 -4.382 1.842
H 3.531 -3.328 3.362
H -3.844 -1.942 -5.873
C 2.546 0.203 -4.700
H -5.690 2.326 0.888
H -1.839 -2.078 2.866
H -3.567 5.543 4.582
O 2.634 3.094 -1.694
H -7.550 -5.872 -2.402
H 2.718 -3.799 -0.682
C 2.942 1.629 5.215
H -1.783 1.823 -2.297
H -1.483 0.816 -7.453
H 4.732 4.381 -0.178
H 2.049 1.139 5.602
H 1.122 3.172 2.210
S 2.388 4.119 -0.558
H 7.345 1.076 -1.219
H -2.668 2.529 -3.671
C 1.608 -1.127 3.287
H 8.874 3.901 4.051
O -4.240 1.054 -5.254
H 2.499 0.806 -3.793
H -0.613 5.424 3.954
H 0.335 1.887 3.058
H -4.262 2.137 -0.181
S 0.772 -5.000 -0.394
S 1.199 -1.045 -4.658
C -3.028 -1.221 -5.826
H 5.716 1.784 2.485
H 2.503 0.702 -5.668
O 6.954 3.828 0.925
C -1.899 1.235 -6.537
H 1.776 5.795 -2.117
S -1.637 0.688 5.715
H 3.462 -0.386 -4.655
C 0.123 3.693 -3.539
O -0.525 -0.108 5.033
H 0.737 -0.633 2.857
H -2.021 -5.710 2.874
C -2.135 -4.952 2.099
H 4.758 -2.772 2.416
C 5.142 -1.179 -1.010
H 2.070 -0.513 4.060
C -2.050 -4.402 -2.832
H 0.691 2.928 -3.009
H 2.380 6.682 -0.808
H 1.272 -2.022 3.811
H -1.720 -0.540 -1.333
C 1.656 -1.938 -6.149
H -2.065 -3.346 -3.099
S -6.131 -4.708 -0.844
H -1.213 4.066 3.175
H 3.522 5.843 -1.898
C 1.318 2.301 2.836
H -2.040 2.314 -6.474
O 3.742 3.398 3.373
H 7.001 1.939 3.753
H 1.574 -1.318 -7.042
C 6.762 2.011 2.692
H 2.746 -4.760 1.146
H -0.143 1.923 7.027
C -7.726 -5.352 -1.461
H 3.592 0.975 4.634
C -1.192 -1.100 -0.562
C 4.024 -2.386 3.123
C 2.571 5.768 -1.371
H -2.063 1.765 3.514
H -4.996 -1.370 -1.348
H -1.884 -1.846 -0.170
S -1.380 4.333 -2.669
H -3.890 0.139 -1.393
S -3.559 0.398 -6.427
C -2.342 2.692 -2.644
H -3.714 4.289 3.391
O -6.743 -0.119 0.899
H -2.691 -1.271 -4.791
S -0.451 0.113 0.661
H -3.454 -7.446 -2.996
H -1.232 0.878 -5.753
H 4.497 -1.917 3.986
H -3.348 0.565 3.942
H 1.346 -5.177 1.986
C -6.970 -3.720 0.488
C 8.815 3.841 2.964
H 4.583 -1.969 -1.512
H -7.752 -4.296 0.983
H 1.936 -4.212 -2.287
O -4.612 -4.554 3.304
S -5.225 -0.037 0.593
O 0.050 -3.745 0.005
C 0.975 0.756 -0.325
H 9.335 2.936 2.650
H 7.448 1.486 2.028
H 0.719 0.766 -1.384
H -3.370 2.049 4.688
H 1.935 0.240 -0.317
H 2.631 -2.413 -6.042
O 3.519 -0.143 1.706
H -4.100 1.829 1.509
O -5.659 -3.714 -1.883
H -2.203 -1.665 -6.383
S 2.441 3.066 4.106
H -6.254 -3.456 1.266
H 6.214 1.164 0.039
H 2.864 -5.445 -1.555
O -1.469 1.263 0.748
C -4.869 -0.298 -1.196
H -4.268 -6.999 -4.498
O 1.643 -1.933 -3.480
C -4.799 1.734 0.678
H -4.690 5.813 3.409
H -2.872 -4.461 -2.119
S 7.029 3.839 2.425
C 6.316 1.377 -1.026
H -2.288 -2.846 4.396
S -3.500 -3.822 2.507
H -8.437 -4.541 -1.615
S 2.887 -1.507 2.008
O -1.996 7.546 2.955
H 9.284 4.764 2.621
H 0.887 4.421 -3.810
S -2.317 -5.557 -4.220
C 3.913 4.119 0.492
C -0.922 2.306 6.369
C 1.856 -5.381 1.045
O -1.977 5.219 -3.762
H -5.644 0.238 -1.744
S -2.416 6.178 2.447
C -2.653 1.318 4.314
H -1.756 2.809 6.858
H 4.839 -0.902 0.000
H 6.181 -1.508 -0.989
H -3.368 -1.702 3.594
H 3.930 3.150 0.990
C 2.267 -4.566 -1.311
H -7.385 -2.837 0.002
H 1.816 1.587 2.179
S 5.192 0.323 -2.041
H -4.329 -5.882 -3.090
H 2.124 -6.435 0.967
C -2.663 -2.517 3.427
H -8.054 -6.139 -0.780
C -3.726 -6.608 -3.637
C -0.988 5.114 2.978
C -3.698 5.372 3.514
O -2.746 -4.690 -5.437
H 3.507 2.149 5.988
H 6.113 2.407 -1.319
H -0.207 5.248 2.230
*
```

**Largest force on an atom**: 2.80 eV/Å
**LUMO**: -0.007 Ha


No. 2
The following is a DFT calculation (ωB97M-V/def2-TZVPD) of 16 unconnected molecules or ions with the total composition C32H96O32 at a distorted geometry.

ORCA input file:
```
! RIJCOSX wB97M-V def2-TZVPD def2/J DEFGRID3
* xyz 0 1
O 4.870 -2.095 0.671
C 0.550 -2.239 -6.558
H 1.349 0.992 -5.589
O 2.154 0.902 -3.825
O 1.450 -5.151 1.385
O 5.963 -1.038 3.006
C -1.658 -2.708 6.744
H -3.420 -1.795 5.169
H -7.155 -2.635 -0.301
C -2.201 4.127 -0.430
H -2.168 -4.242 5.256
H -1.529 4.407 0.415
C 2.263 -0.992 -2.278
H -1.759 -1.248 0.989
O 4.151 2.268 1.825
C -3.444 1.709 4.797
H 1.998 2.402 4.876
O 1.874 -3.054 3.275
H 0.897 0.751 6.430
H 1.642 -2.177 2.893
H 0.065 0.106 1.977
H -2.400 -1.864 -5.088
C 1.443 0.195 -2.786
H 3.499 5.588 -3.628
H 0.473 3.414 -1.913
H 0.607 -1.739 -5.535
H -3.072 3.227 3.385
H -1.388 -3.359 7.550
C -0.440 -3.355 -6.578
H 3.436 -1.273 -0.722
H 0.017 -4.704 -1.903
H -0.347 2.387 -4.782
H 3.688 3.141 1.646
C 1.040 0.550 5.329
C 1.070 4.373 2.445
O 3.773 4.698 -1.877
H 0.228 -3.872 4.266
C 4.798 -1.749 3.156
H 1.912 4.597 3.138
C 0.419 3.127 -6.522
H -1.691 -5.375 -0.396
H 2.305 3.455 -6.591
O -3.043 -2.582 4.787
H -1.855 2.843 -1.940
O 4.866 1.931 -1.766
H -2.045 -1.836 7.205
H 6.048 -0.363 3.737
O 0.207 -1.193 -7.467
H -3.713 -0.143 -2.362
H 1.074 4.732 -3.887
H -0.019 -5.786 2.550
H 1.632 -5.740 3.377
C -0.333 2.069 -5.791
C 5.090 2.166 -0.398
H -4.008 1.901 2.758
H 3.043 1.892 0.136
H 2.923 0.988 5.475
H -0.240 0.710 3.841
O -0.834 -3.612 0.419
C 4.780 -2.714 1.940
O -0.198 0.892 4.795
H -2.862 2.313 5.490
O -4.075 2.967 -0.973
H -2.460 0.412 -5.058
C -3.264 0.565 -3.074
H -4.421 2.072 -0.927
H 0.031 -0.384 -6.902
H 5.690 -1.609 0.691
O -1.435 3.589 -1.515
O -2.384 -1.462 -4.216
H -3.547 -3.740 6.431
H -3.609 3.519 0.944
H -1.310 2.253 2.684
H 2.328 -4.812 1.514
O -6.041 -4.295 1.722
C 1.627 4.685 -2.904
O 0.651 2.987 2.341
H 1.538 -2.665 -6.781
H -2.099 0.297 4.804
H -0.009 -4.139 0.561
H 3.248 3.776 -3.719
C 0.654 -3.821 3.274
C -3.160 2.151 3.377
H 0.817 0.301 0.393
H -1.108 -1.687 -1.107
H -2.642 -3.968 -0.499
H -7.195 -1.925 1.859
O 2.865 4.492 0.809
H -1.657 0.580 -2.006
H 1.438 2.378 2.515
C -1.004 -4.116 -1.947
H -0.256 -3.956 -7.502
H -1.324 -2.394 -3.007
H -3.967 1.389 -3.252
O -1.949 1.565 2.840
C 1.525 4.878 1.075
O -2.133 1.215 -2.594
H 0.821 4.498 0.222
H 4.188 3.824 -1.870
H -4.591 -3.132 0.884
H -0.322 -4.049 -5.786
C -3.142 3.132 0.044
C -1.601 -4.269 -0.599
H 2.088 1.810 -3.470
O -6.552 -1.893 -0.036
C -1.233 -0.453 0.513
H -5.771 -0.922 1.534
O -1.783 -2.870 -6.509
C 0.901 -5.207 2.689
H -1.991 -2.883 -7.453
C -2.642 -3.450 5.838
H 1.565 -1.647 -1.762
H 1.089 0.916 -2.074
H -4.016 -0.389 -4.842
H -4.745 -2.941 2.631
O 3.368 -0.643 -1.412
O -0.670 -2.807 -2.349
H -5.443 -5.025 1.912
H -0.805 -2.090 5.066
H 2.638 -1.576 -3.129
O 0.868 -1.579 1.036
H -1.714 0.445 0.754
H -4.504 1.851 4.980
C 0.155 -0.363 1.027
H -1.664 -4.656 -2.613
H 4.901 -2.354 4.035
H 0.085 -3.234 2.548
H 3.876 -3.301 2.022
H 5.612 -3.388 2.153
C 3.988 1.644 0.537
H 4.415 1.048 -1.843
H 4.088 0.569 0.640
O 2.305 0.955 3.399
H -0.035 4.075 -6.408
H 1.410 5.978 1.094
H 2.980 4.500 -0.188
H 1.184 5.547 -2.334
O -1.272 -0.693 -0.901
H 2.950 1.556 2.935
C -5.301 -3.037 1.688
H -2.709 2.191 0.401
H 0.209 4.900 2.707
H 3.950 -1.079 3.255
H -1.264 1.894 -6.337
H 0.565 2.841 -7.551
O 1.390 3.383 -2.275
H 6.096 1.750 -0.154
C 3.116 4.704 -3.072
O -0.465 -2.325 5.987
H -2.774 4.981 -0.839
H 0.533 -0.208 -3.269
H 1.175 -0.554 5.317
C 2.127 1.335 4.732
H 5.067 3.222 -0.265
H 0.321 -2.153 0.478
C -6.266 -1.921 1.387
O 0.444 0.851 -5.920
O 1.713 3.205 -5.893
O -3.008 0.357 5.031
C -3.031 -0.194 -4.390
*
```

**Largest force on an atom**: 3.46 eV/Å
**LUMO**: 0.016 Ha


No. 3
The following is a DFT calculation (ωB97M-V/def2-TZVPD) of a molecular structure, C33H14BrF16GeMnN2O2S2.

ORCA input file:
```
! RIJCOSX wB97M-V def2-TZVPD def2/J DEFGRID3
* xyz -1 6
C 3.813 4.283 -3.166
H -2.528 -3.842 -0.525
C -3.857 2.883 -2.358
S 0.677 0.576 0.440
C -1.310 2.787 -1.179
C -4.119 -2.867 -1.513
F 1.062 6.138 4.637
N 3.075 -3.798 1.293
C -3.655 -0.680 -2.407
F -1.219 6.339 3.166
C -0.340 -6.111 2.695
F 4.762 4.793 -3.962
O 0.824 -3.650 3.411
H -1.689 0.055 -2.114
H 4.211 -1.763 2.989
C -0.406 4.700 1.658
Mn -0.066 -1.632 -0.114
F -2.371 2.080 0.811
C -0.394 -5.260 0.453
O -0.134 -2.690 1.638
F -5.798 -1.643 -2.631
Ge 0.419 2.553 -0.281
F 4.650 2.115 -3.524
F 2.723 2.939 1.647
F 2.930 6.437 -2.795
H -4.005 0.191 -2.944
H 2.618 -0.671 0.852
H 2.782 -4.623 0.792
H -4.824 -3.671 -1.353
F 1.010 5.408 -1.223
C 1.713 3.754 1.998
C 1.828 3.209 -1.488
C 1.902 4.520 3.137
C -0.682 -7.372 2.238
N 2.932 -1.505 1.343
C 3.754 2.918 -2.943
C 1.916 4.563 -1.752
H -0.806 -8.198 2.924
H 3.147 -0.348 3.030
H -0.849 -6.695 -1.084
H -0.283 -4.434 -0.250
S 2.226 -2.612 -0.946
H 2.460 -1.951 3.343
C -2.808 -2.935 -1.054
C -0.261 5.484 2.793
F -2.861 3.574 -4.380
C -3.721 2.505 -1.031
C -4.516 -1.731 -2.182
F -1.538 4.872 0.959
C 0.901 5.388 3.540
F -4.801 2.187 -0.316
C 2.764 2.399 -2.116
C 0.203 -3.686 2.343
F -5.071 2.927 -2.923
C 2.774 -2.641 0.676
C -2.354 -0.787 -1.923
Br -1.305 -9.294 0.235
C -2.456 2.458 -0.472
C -1.862 -1.914 -1.237
C -0.711 -6.525 -0.026
H -0.171 -5.932 3.747
H 2.967 -3.846 2.299
C 0.559 3.807 1.235
C 2.885 5.119 -2.568
C -0.858 -7.564 0.876
C 3.206 -1.401 2.764
C -0.203 -5.045 1.810
F 3.035 4.433 3.846
F -0.434 3.481 -3.277
F 2.761 1.076 -1.965
C -1.485 3.155 -2.498
C -2.734 3.211 -3.099
*
```

**Largest force on an atom**: 0.78 eV/Å
**LUMO (alpha / beta)**: 0.072 / 0.072 Ha


No. 4
The following is a DFT calculation (ωB97M-V/def2-TZVPD) of a molecular structure, C33H16N9OPd.

ORCA input file:
```
! RIJCOSX wB97M-V def2-TZVPD def2/J DEFGRID3
* xyz -1 5
C -0.002 -1.954 -0.037
C 2.769 0.137 -1.123
C 1.414 0.510 -5.322
N 2.397 0.210 -2.393
C 0.690 -0.081 4.152
C 0.696 -0.206 6.522
C -0.702 0.359 -4.141
H -7.457 -0.466 1.202
N 0.005 0.138 -1.992
C 4.149 0.059 0.705
H 2.496 0.522 -5.307
C 6.524 0.058 0.711
H 7.473 0.129 -1.219
H -7.455 -0.347 -1.254
C -0.705 -0.238 6.520
C 5.339 0.033 1.425
O 0.004 2.037 0.035
H -1.233 -0.301 7.464
H 1.225 -0.243 7.466
H -2.502 0.455 -5.317
C 0.697 0.378 -4.141
C 5.342 0.139 -1.407
C -2.763 0.051 -1.132
N -2.396 0.130 -2.390
Pd 0.002 0.065 -0.001
H -5.314 -0.102 -2.509
H 1.228 0.729 -7.442
C 4.152 0.113 -0.691
C -6.514 -0.291 -0.721
H -1.232 0.696 -7.444
C -1.420 0.472 -5.326
C 1.124 -0.002 2.764
C 2.766 0.050 1.126
H -5.318 -0.344 2.480
N -2.397 -0.099 2.387
C -4.150 -0.088 -0.704
C 1.126 0.238 -2.761
N -0.005 -3.107 -0.055
C -6.515 -0.358 0.679
C -4.150 -0.157 0.687
H 2.491 -0.105 5.321
C -5.330 -0.155 -1.429
H 7.468 0.037 1.240
C -1.124 0.209 -2.767
C -0.704 -0.115 4.149
H -2.504 -0.222 5.321
C 6.526 0.110 -0.692
H 5.322 -0.006 2.506
C -5.333 -0.291 1.400
C -2.765 -0.059 1.120
C 1.410 -0.128 5.336
N -1.989 0.091 0.000
C -1.422 -0.194 5.335
N -0.002 0.037 1.989
C -1.133 -0.054 2.764
N 1.989 0.097 0.001
C -0.704 0.605 -6.503
C 0.700 0.624 -6.502
N 2.388 0.012 2.401
H 5.330 0.182 -2.489
*
```

**Largest force on an atom**: 0.27 eV/Å
**LUMO (alpha / beta)**: 0.077 / 0.007 Ha


Values for energy above the lowest of the compared OMol25 structures with the same formula, charge and spin, eV, ordered as above
3.1939 1.5433 0.0000 0.0000